Computed, not measured: a molecular structure, C7H10AlClNO4, with the ωB97M-V functional and the def2-TZVPD basis.

Positions of all 24 atoms, in Å:
C -0.9274 1.2429 -1.9074
C 0.4287 1.2564 -2.3387
C 1.2081 1.9395 -1.4098
C 0.3166 2.4764 -0.3607
C -1.0285 1.9054 -0.6716
Al 0.4869 1.1050 0.8645
N -1.0851 -2.3200 -0.1544
C -0.7393 -3.5022 -0.6428
C 0.4247 -2.3541 -0.2568
H 2.2720 2.1297 -1.4560
H 0.7685 0.8540 -3.2883
H 0.5559 3.2590 0.3815
H -1.9536 2.1535 -0.1584
H -1.7506 0.8319 -2.4807
H 0.8142 -1.7090 -1.0222
H -0.9158 -3.6884 -1.7369
H -1.1754 -2.1632 0.8113
H 0.8614 -2.3508 0.7262
H -0.8965 -4.3519 0.0612
O -0.7320 0.5105 2.0983
Cl 0.4506 0.6779 3.1929
O 0.5695 2.0716 3.4823
O 0.4069 -0.3177 4.1871
O 1.6404 0.3434 2.0792

Calculated values
calculated total energy	-36207.694	eV
orbital gap (alpha / beta)	4.15 / 3.71	eV
energy relative to the best compared isomer or geometry (same formula, charge and spin)	126.03	kcal per mole
total charge	-1

For reference, the Löwdin charges in units of e are: C -0.13; C -0.16; C -0.15; C -0.30; C -0.15; Al 0.14; N -0.11; C -0.22; C -0.08; H 0.09; H 0.09; H 0.13; H 0.10; H 0.09; H 0.04; H 0.09; H 0.07; H 0.06; H 0.09; O -0.32; Cl 0.75; O -0.39; O -0.37; O -0.34